{"formula": "C5H9N5O", "method": "wB97M-V/def2-TZVPD", "smiles": "N/N=C/C(=O)c1ccn[nH]1.N", "total_energy_ha": -544.848617, "charge": 0, "lumo_energy_ev": 0.18, "homo_lumo_gap_ev": 9.72, "elements": ["N", "N", "C", "C", "O", "C", "C", "C", "N", "N", "H", "H", "H", "H", "H", "H", "N", "H", "H", "H"], "xyz": [[-1.725, 1.975, 0.686], [-0.674, 1.429, 0.171], [-0.740, 0.431, -0.567], [0.617, -0.237, -0.964], [0.467, -1.395, -1.367], [2.037, 0.340, -1.238], [3.126, -0.217, -1.876], [4.174, 0.845, -1.728], [3.613, 1.884, -1.189], [2.372, 1.618, -0.816], [-1.605, 2.986, 0.708], [-2.673, 1.808, 0.245], [-1.649, -0.093, -0.985], [3.290, -1.218, -2.251], [5.163, 0.752, -1.957], [1.715, 2.273, -0.438], [-4.462, -2.994, 3.414], [-4.666, -3.329, 2.472], [-3.506, -3.244, 3.625], [-4.872, -3.614, 4.054]], "mulliken_charge": [-0.681, -0.015, -0.099, 0.280, -0.560, 0.320, -0.229, -0.471, -1.091, 0.463, 0.255, 0.261, 0.345, 0.425, 0.493, 0.305, -0.651, 0.223, 0.217, 0.212]}

{"formula": "C5H9N6O", "method": "wB97M-V/def2-TZVPD", "total_energy_ha": -599.264549, "charge": 1, "lumo_energy_ev": [-5.78, -5.78], "homo_lumo_gap_ev": [3.61, 3.61], "elements": ["C", "C", "C", "C", "C", "N", "N", "N", "N", "N", "N", "O", "H", "H", "H", "H", "H", "H", "H", "H", "H"], "xyz": [[-2.243, -1.316, 1.281], [-3.078, -0.908, -0.619], [2.589, 0.719, 0.320], [-2.639, 1.500, -0.479], [1.197, -1.198, -1.218], [-2.850, -1.862, 0.191], [-2.063, -0.033, 1.203], [-2.588, 0.317, -0.016], [3.186, 1.662, 1.069], [0.515, -0.194, -0.470], [1.279, 0.628, 0.221], [-2.700, 2.523, -0.999], [-1.949, -1.900, 2.130], [-3.542, -0.944, -1.582], [3.221, 0.035, -0.221], [1.791, -1.851, -0.569], [0.441, -1.789, -1.726], [1.872, -0.761, -1.965], [4.188, 1.726, 1.115], [2.651, 2.352, 1.572], [0.724, 1.292, 0.762]], "mulliken_charge": [-0.073, 0.003, 0.237, 0.719, -1.086, -0.342, -0.555, 0.478, -0.355, -0.775, 0.165, -0.128, 0.430, 0.411, 0.322, 0.354, 0.279, 0.328, 0.208, 0.174, 0.205]}

no.,molecular weight (u),maximum force (eV/Å)
1,155.16,5.9
2,169.17,3.0